(1)
ORCA calculation (ωB97M-V with the def2-TZVPD basis set) on a single C18H20O4 molecule.

## Properties
orbital gap	0.280	Ha
LUMO energy	-0.066	eV
multiplicity	1
SMILES	CCCCO[C@@H]1Cc2c(C(C)=O)c(O)c3ccccc3c2O1
energy above the lowest of the compared OMol25 structures with the same formula, charge and spin	0.772	eV
molecular weight	300.35	Da

Element x y z (Å)
O  2.51  4.39  -0.07
O  -2.17  -0.81  0.07
O  0.06  5.40  -0.87
O  -0.62  0.17  1.68
C  0.40  3.16  -0.10
C  0.73  -3.15  0.13
C  3.53  0.46  2.96
C  1.13  -4.20  1.14
C  1.61  1.25  1.66
C  0.24  1.16  1.28
C  3.69  2.44  1.64
C  2.21  0.30  2.55
C  -1.13  -1.51  -0.53
C  4.28  1.54  2.54
C  2.38  2.32  1.20
C  -0.32  2.06  0.44
C  1.78  3.27  0.31
C  -0.72  -2.70  0.35
C  -1.85  0.29  0.92
C  -1.73  1.62  0.19
C  -1.20  3.89  -2.06
C  -0.25  4.20  -0.93
H  -2.21  3.80  -1.60
H  1.01  -3.85  2.19
H  1.85  5.04  -0.40
H  -1.51  -1.91  -1.49
H  -0.26  -0.86  -0.66
H  5.31  1.66  2.82
H  -1.39  -3.53  0.15
H  -1.19  4.71  -2.80
H  0.89  -3.59  -0.88
H  -0.82  -2.43  1.41
H  2.19  -4.53  0.98
H  1.66  -0.53  2.95
H  -0.95  2.93  -2.55
H  -1.93  1.42  -0.85
H  -2.64  0.38  1.69
H  4.28  3.25  1.27
H  0.48  -5.07  1.01
H  -2.46  2.29  0.58
H  1.41  -2.26  0.26
H  3.93  -0.26  3.67


(2)
ORCA calculation (ωB97M-V with the def2-TZVPD basis set) on a molecular structure, C18H21Al2ClCsF6MgN2O5.

## Properties
orbital gap	0.036	Ha
LUMO energy	-12.790	eV
multiplicity	1
energy above the lowest of the compared OMol25 structures with the same formula, charge and spin	3.282	eV
molecular weight	705.99	Da
total charge	+3

Element x y z (Å)
Cs  4.28  -2.70  -0.64
Cl  1.69  6.33  -2.82
Al  3.82  6.12  -4.77
Al  1.80  7.61  -6.56
Mg  -5.26  -0.48  2.75
F  3.51  7.58  -5.75
F  2.48  -0.87  -1.35
F  2.54  4.98  -5.06
F  3.55  -8.15  5.66
F  5.32  5.43  -5.22
F  3.82  6.56  -3.05
O  -1.66  -4.63  2.17
O  3.08  -6.77  3.95
O  0.99  1.74  3.25
O  0.46  -5.12  2.72
O  -0.40  2.58  1.72
N  0.96  -2.56  0.41
N  0.15  1.15  -2.06
C  -4.00  1.39  1.79
C  0.49  3.40  -3.39
C  1.11  -3.95  -0.17
C  2.08  -1.78  0.92
C  -4.93  0.77  0.69
C  -0.28  -1.97  0.46
C  -2.42  2.06  -0.07
C  -1.70  2.67  2.37
C  0.01  -4.99  0.30
C  0.38  1.54  2.24
C  1.91  -0.45  1.51
C  0.30  2.13  -2.63
C  -4.58  0.79  -0.73
C  -0.56  -0.67  1.01
C  -0.31  -4.93  1.83
C  -3.32  1.46  -1.09
C  -2.75  2.03  1.38
C  0.56  0.15  1.58
H  2.46  -7.39  4.37
H  -1.70  2.16  3.37
H  -5.92  0.23  0.94
H  -1.61  -0.30  1.02
H  0.31  4.25  -2.74
H  2.52  -6.28  3.33
H  -1.14  -2.58  0.07
H  -4.28  1.35  2.91
H  -1.96  3.75  2.53
H  1.50  3.45  -3.78
H  2.13  -4.42  -0.02
H  -0.21  3.43  -4.23
H  -5.21  0.33  -1.53
H  -1.49  2.53  -0.47
H  0.36  -6.02  0.01
H  -1.82  -3.73  1.82
H  -3.03  1.48  -2.17
H  0.98  -3.84  -1.29
H  3.14  -2.23  0.87
H  -0.93  -4.78  -0.28
H  2.75  0.15  1.92


(3)
ORCA calculation (ωB97M-V with the def2-TZVPD basis set) on a molecular structure, C18H21AuN2O3S2.

## Properties
orbital gap	0.302	Ha
LUMO energy	0.590	eV
multiplicity	1
energy above the lowest of the compared OMol25 structures with the same formula, charge and spin	0.656	eV
molecular weight	574.48	Da

Element x y z (Å)
Au  0.30  -0.11  -0.51
S  -1.11  1.95  -0.93
S  1.11  3.65  0.18
O  -0.64  0.25  2.32
O  2.42  -0.10  -0.74
O  2.06  0.04  -2.95
N  1.20  2.62  -2.15
N  -1.33  -1.68  -0.74
C  -1.94  -1.63  -1.93
C  -3.42  -3.40  -1.33
C  6.54  0.22  -1.29
C  -1.72  -2.58  0.16
C  5.17  0.11  -1.07
C  0.42  2.66  -1.08
C  6.17  0.17  -3.67
C  7.04  0.25  -2.59
C  -2.99  -2.47  -2.27
C  -1.91  -0.37  2.37
C  -1.83  -1.87  2.58
C  4.30  0.04  -2.15
C  -2.78  -3.45  -0.10
C  4.80  0.07  -3.45
C  2.80  -0.02  -1.96
C  2.46  3.34  -2.09
C  -1.03  -2.60  1.49
C  2.75  3.59  -0.61
H  3.32  2.77  -0.18
H  -2.53  0.08  3.15
H  3.25  2.74  -2.55
H  -1.57  -0.88  -2.62
H  -2.84  -2.28  2.63
H  -4.23  -4.07  -1.55
H  -0.13  0.00  3.10
H  -2.39  -0.14  1.41
H  -0.04  -2.15  1.38
H  8.10  0.32  -2.75
H  -3.07  -4.17  0.65
H  4.76  0.08  -0.07
H  2.38  4.28  -2.64
H  4.10  0.02  -4.27
H  -3.45  -2.38  -3.24
H  -1.37  -2.07  3.56
H  -0.88  -3.64  1.80
H  1.09  1.85  -2.81
H  6.56  0.18  -4.68
H  7.22  0.28  -0.45
H  3.27  4.53  -0.45


no.,HOMO energy (eV)
1,-7.683
2,-13.761
3,-7.627